Molecular formula: CH4FNO
Method: DFT, ωB97M-V/def2-TZVPD

E_LUMO (alpha / beta) = 0.668 / 0.385 eV
energy relative to the best compared isomer or geometry (same formula, charge and spin) = 75.9 kcal/mol
total charge = 0
molecular weight = 65.05 u
orbital gap (alpha / beta) = 9.34 / 8.32 eV
F_max = 0.0830 Eh/bohr
energy = -7353.379 eV
E_HOMO (alpha / beta) = -0.31868 / -0.29143 hartree

Last column: natural (NBO) charge in e.
Atoms and positions in Å:
F: 1.4955 0.7409 -0.7130  -0.31
O: 1.1440 -1.1140 0.5141  -0.67
N: -1.5045 0.0866 -0.3785  -1.02
C: 0.7904 0.1120 0.1853  0.68
H: -1.8714 0.8201 -1.0349  0.33
H: 0.4949 0.7735 1.0773  0.17
H: -1.9030 0.3021 0.5158  0.31
H: 1.3540 -1.7213 -0.1661  0.51